The following is a DFT calculation (ωB97M-V/def2-TZVPD) of a molecular structure, C29H33BrN6OP2S2Sc in a non-equilibrium geometry.

The maximum force comes out at 0.037 hartree/bohr. The value obtained for the HOMO energy is -0.362 Eh. Its HOMO-LUMO gap is 6.083 eV. As for the total energy: -6342.401517 Eh. Its charge is +1.

Element x y z (Å)
Sc1 0.826 -0.123 1.283
C1 -2.877 0.659 5.102
S1 -1.139 0.820 5.582
C2 -0.363 0.001 4.263
S2 -1.256 -0.696 2.999
N1 0.948 -0.116 4.378
N2 1.579 -0.585 3.313
C3 2.761 -1.114 3.436
C4 3.373 -1.646 2.251
C5 4.587 -2.349 2.294
C6 5.082 -2.913 1.138
C7 4.363 -2.759 -0.044
C8 3.186 -2.034 -0.013
N3 2.686 -1.482 1.091
H1 -3.463 1.067 5.918
H2 -3.099 -0.393 4.944
H3 -3.053 1.219 4.186
H4 3.241 -1.222 4.405
H5 5.117 -2.449 3.229
H6 6.008 -3.467 1.150
H7 4.713 -3.193 -0.966
H8 2.609 -1.876 -0.919
C9 3.907 2.176 2.928
P1 2.392 2.050 1.901
C10 1.373 3.370 2.661
C11 2.977 2.868 0.344
C12 1.918 2.777 -0.750
P2 1.538 1.016 -1.195
C13 2.915 0.700 -2.385
C14 0.197 1.329 -2.411
H9 4.327 3.180 2.865
H10 4.646 1.451 2.589
H11 3.647 1.956 3.962
H12 1.913 4.318 2.679
H13 1.128 3.069 3.681
H14 0.447 3.473 2.099
H15 3.891 2.353 0.028
H16 3.235 3.912 0.553
H17 2.241 3.309 -1.652
H18 0.983 3.226 -0.401
H19 3.041 1.538 -3.069
H20 2.684 -0.193 -2.965
H21 3.842 0.530 -1.839
H22 0.551 2.030 -3.168
H23 -0.675 1.740 -1.906
H24 -0.081 0.387 -2.886
Br1 -2.128 -2.473 -6.985
C15 -3.211 -1.929 -5.520
C16 -3.025 -0.668 -4.971
C17 -3.757 -0.287 -3.866
C18 -4.704 -1.161 -3.320
C19 -4.925 -2.403 -3.929
C20 -4.169 -2.797 -5.012
N4 -5.542 -0.802 -2.280
N5 -5.241 -0.161 -1.279
C21 -3.994 0.146 -0.794
C22 -3.816 1.414 -0.247
C23 -2.609 1.814 0.302
C24 -1.516 0.951 0.349
O1 -0.349 1.300 0.838
C25 -1.686 -0.381 -0.166
N6 -0.611 -1.218 -0.066
C26 -0.739 -2.454 -0.511
C27 -1.943 -2.974 -0.991
C28 -3.050 -2.163 -1.048
C29 -2.931 -0.805 -0.702
H25 -2.296 0.003 -5.396
H26 -3.628 0.701 -3.449
H27 -5.676 -3.058 -3.520
H28 -4.318 -3.768 -5.458
H29 -4.635 2.114 -0.296
H30 -2.502 2.808 0.708
H31 0.141 -3.086 -0.455
H32 -1.998 -4.007 -1.288
H33 -4.007 -2.570 -1.338

The following is a DFT calculation (ωB97M-V/def2-TZVPD) of a molecular structure, C29H33F5N11O5RbS.

The maximum force comes out at 0.018 hartree/bohr. The value obtained for the HOMO energy is -0.086 Eh. Its HOMO-LUMO gap is 5.935 eV. As for the total energy: -3025.136441 Eh. Its charge is -2.

Element x y z (Å)
Rb1 -0.632 -0.318 -0.209
O1 -5.231 -0.737 1.102
C1 -4.018 -0.466 1.139
O2 -3.144 -0.791 0.289
C2 -3.552 0.483 2.275
C3 -3.051 1.807 1.663
C4 -3.013 2.924 2.721
C5 -1.744 2.542 3.522
C6 -1.337 1.247 2.812
O3 -1.653 1.566 1.447
C7 -2.310 0.111 3.148
C8 -1.735 -1.331 3.057
O4 -2.551 -2.252 3.128
O5 -0.465 -1.422 3.029
H1 -4.425 0.668 2.904
H2 -3.523 2.074 0.719
H3 -2.901 3.899 2.242
H4 -3.921 2.937 3.326
H5 -0.965 3.299 3.412
H6 -1.933 2.388 4.587
H7 -0.293 0.965 2.887
H8 -2.595 0.201 4.204
C9 1.690 0.043 4.811
N1 2.130 1.160 3.990
C10 3.025 2.082 4.651
C11 2.292 0.896 2.618
N2 1.881 -0.108 1.979
N3 2.947 1.942 1.936
C12 2.686 2.368 0.639
N4 3.437 3.541 0.350
N5 1.898 1.784 -0.153
H9 1.335 0.440 5.764
H10 2.502 -0.672 5.007
H11 0.858 -0.486 4.340
H12 2.799 2.074 5.716
H13 2.881 3.109 4.305
H14 4.090 1.819 4.544
H15 1.284 -0.746 2.510
H16 3.583 2.520 2.452
H17 3.338 4.235 1.081
H18 3.120 3.941 -0.525
H19 1.804 2.308 -1.020
N6 0.512 -5.162 -1.668
C13 -0.862 -5.235 -1.842
C14 -1.716 -6.256 -2.245
C15 -3.068 -5.959 -2.249
C16 -3.554 -4.703 -1.850
C17 -2.705 -3.687 -1.454
C18 -1.340 -3.969 -1.482
N7 -0.285 -3.150 -1.124
C19 0.774 -3.885 -1.222
C20 2.105 -3.371 -0.887
C21 3.276 -4.059 -0.765
S1 4.517 -2.976 -0.290
C22 3.370 -1.691 -0.287
N8 2.176 -2.028 -0.622
H20 1.182 -5.890 -1.823
H21 -1.352 -7.237 -2.529
H22 -3.774 -6.725 -2.548
H23 -4.623 -4.533 -1.828
H24 -3.069 -2.731 -1.085
H25 3.455 -5.113 -0.895
H26 3.629 -0.679 -0.019
C23 -2.957 0.420 -4.369
C24 -1.818 -0.363 -3.910
N9 -0.921 -0.985 -3.559
H27 -3.513 -0.135 -5.123
H28 -2.602 1.367 -4.770
H29 -3.598 0.632 -3.515
N10 1.852 1.265 -3.572
C25 2.670 1.918 -4.412
C26 3.786 1.125 -4.591
C27 3.523 -0.007 -3.796
N11 2.351 0.092 -3.185
H30 0.923 1.619 -3.220
H31 2.387 2.880 -4.806
H32 4.649 1.331 -5.202
H33 4.131 -0.885 -3.638
F1 -1.929 2.606 -2.838
C28 -0.554 2.872 -2.991
F2 -0.475 3.358 -4.338
C29 -0.361 4.147 -2.176
F3 -0.650 3.954 -0.882
F4 0.945 4.545 -2.225
F5 -1.076 5.236 -2.567

Question: Look up the charge of the first one.
Answer: +1